56
Properties=species:S:1:pos:R:3 method="wB97M-V/def2-TZVPD" relative_energy_kj_mol=13.4 homo_lumo_gap_ev=8.234 smiles="C[C@@H]1CN(S(=O)(=O)c2cccc(C(=O)OCc3cc(=O)oc4cc(O)ccc34)c2)C[C@H](C)O1" homo_ev=-8.408 e_tot_ha=-1945.137462
C 6.36 -0.99 0.00
C 5.03 -0.26 -0.08
C 3.94 -0.97 0.73
N 2.69 -0.25 0.55
S 1.45 -0.73 1.57
O 0.67 -1.78 0.95
O 2.01 -0.99 2.85
C 0.51 0.79 1.63
C 0.97 1.79 2.47
C 0.28 2.99 2.54
C -0.86 3.18 1.78
C -1.31 2.18 0.92
C -2.58 2.37 0.17
O -3.50 3.05 0.56
O -2.58 1.69 -0.98
C -3.84 1.50 -1.64
C -4.56 0.36 -0.97
C -5.83 0.47 -0.51
C -6.45 -0.57 0.28
O -7.61 -0.59 0.63
O -5.64 -1.59 0.70
C -4.36 -1.72 0.28
C -3.58 -2.72 0.85
C -2.26 -2.86 0.47
O -1.47 -3.73 1.12
C -1.76 -2.10 -0.61
C -2.53 -1.10 -1.15
C -3.81 -0.83 -0.66
C -0.62 0.97 0.85
C 2.31 -0.18 -0.84
C 3.44 0.50 -1.63
C 3.14 0.53 -3.12
O 4.65 -0.19 -1.44
H 6.70 -1.04 1.03
H 7.10 -0.47 -0.60
H 6.25 -2.00 -0.39
H 5.14 0.77 0.31
H 4.17 -0.97 1.79
H 3.85 -2.00 0.38
H 1.85 1.60 3.06
H 0.63 3.77 3.20
H -1.42 4.10 1.84
H -4.43 2.42 -1.57
H -3.61 1.28 -2.68
H -6.42 1.35 -0.67
H -4.00 -3.35 1.62
H -0.54 -3.47 0.99
H -0.76 -2.28 -0.95
H -2.13 -0.50 -1.95
H -0.97 0.17 0.23
H 1.39 0.40 -0.91
H 2.13 -1.19 -1.25
H 3.54 1.53 -1.24
H 2.23 1.08 -3.32
H 3.96 1.00 -3.65
H 3.03 -0.48 -3.50